{"formula": "C32H24NO4P2S2V", "method": "wB97M-V/def2-TZVPD", "largest_force_ha_per_bohr": 0.01335, "spin_multiplicity": 2, "s2": 0.85, "energy_ha": -4012.5860, "total_charge": 1, "lumo_ev": [-3.8, -3.7], "gap_ev": [7.23, 7.45], "elements": ["V", "S", "S", "P", "P", "O", "O", "O", "O", "N", "C", "C", "C", "C", "C", "C", "C", "C", "C", "C", "C", "C", "C", "C", "C", "C", "C", "C", "C", "C", "C", "C", "C", "C", "C", "C", "C", "C", "C", "C", "C", "C", "H", "H", "H", "H", "H", "H", "H", "H", "H", "H", "H", "H", "H", "H", "H", "H", "H", "H", "H", "H", "H", "H", "H", "H"], "coordinates": [[0.689, 1.333, 1.486], [1.400, -0.720, 2.412], [0.757, 2.580, -0.586], [-0.053, -1.368, 1.135], [-0.026, 0.823, -1.204], [-2.123, 3.468, 3.403], [2.948, 1.738, 1.452], [-0.834, 1.854, 2.513], [4.572, 3.272, 1.599], [1.169, 3.296, 2.372], [1.650, -1.847, -3.770], [2.375, 3.847, 2.297], [-2.756, -3.567, 3.203], [-1.412, 1.601, -3.461], [-3.774, 1.271, -3.747], [-0.478, -3.411, -0.631], [-2.556, 1.737, -4.228], [1.841, -3.053, -0.040], [3.009, -1.657, -3.564], [-3.856, 0.670, -2.499], [-1.631, -3.195, 2.486], [-1.080, 3.068, 2.969], [-3.772, -2.646, 3.427], [1.174, -0.112, -2.176], [-0.103, -4.429, -1.493], [0.156, 3.941, 2.913], [0.296, 5.232, 3.398], [2.538, 0.069, -1.960], [1.545, 5.829, 3.299], [0.497, -2.729, 0.101], [-2.546, -0.967, 2.223], [2.617, 5.127, 2.749], [1.240, -4.760, -1.625], [0.728, -1.074, -3.080], [-3.668, -1.350, 2.942], [2.206, -4.073, -0.905], [3.452, -0.703, -2.659], [-1.496, 0.995, -2.208], [-2.714, 0.533, -1.722], [-0.305, 0.130, 0.335], [3.334, 2.862, 1.737], [-1.533, -1.895, 1.990], [-1.524, -3.155, -0.513], [-2.766, 0.076, -0.741], [-0.332, -1.213, -3.250], [-2.841, -4.574, 3.588], [-4.456, -0.634, 3.129], [3.725, -2.254, -4.114], [3.251, -4.335, -1.013], [1.532, -5.561, -2.292], [-0.458, 1.959, -3.831], [-2.502, 2.207, -5.201], [2.875, 0.822, -1.258], [-4.666, 1.380, -4.350], [-4.649, -2.942, 3.988], [2.591, -2.517, 0.528], [4.513, -0.555, -2.504], [-0.837, -3.910, 2.308], [5.119, 2.552, 1.243], [-4.808, 0.313, -2.128], [-2.441, 0.050, 1.865], [-0.857, -4.965, -2.054], [3.606, 5.559, 2.684], [-0.554, 5.733, 3.839], [1.305, -2.592, -4.475], [1.694, 6.835, 3.665]]}